No. 1
Entry from the OMol25 dataset: a cluster of 12 separate species, C60H60F18N6O24 in total at a distorted geometry (wB97M-V/def2-TZVPD).

Results
energy above the lowest of the compared OMol25 structures with the same formula, charge and spin	0.0	kJ/mol
multiplicity	1
SMILES	O=[N+]([O-])c1ccccc1.O=[N+]([O-])c1ccccc1.O=[N+]([O-])c1ccccc1.O=[N+]([O-])c1ccccc1.O=[N+]([O-])c1ccccc1.O=[N+]([O-])c1ccccc1.CCOC(=O)C(F)(F)F.CCOC(=O)C(F)(F)F.CCOC(=O)C(F)(F)F.CCOC(=O)C(F)(F)F.CCOC(=O)C(F)(F)F.CCOC(=O)C(F)(F)F
HOMO	-0.3507	Eh
E_tot	-6253.6932	a.u.
total charge	0

Positions of all 168 atoms, in Å:
C: -0.35651 0.20563 -7.48058
C: -0.29580 -1.10162 -7.00785
C: -1.27516 -1.62264 -6.14404
C: -2.23566 -0.75434 -5.71605
C: -2.38041 0.51858 -6.16802
C: -1.38820 1.03157 -7.01149
N: -3.30832 -1.17446 -4.68281
O: -3.02302 -2.11604 -3.95138
O: -4.43471 -0.72408 -4.78826
H: 0.45509 0.47554 -8.16682
H: 0.49521 -1.82002 -7.28814
H: -1.25385 -2.67052 -5.77300
H: -3.15558 1.13825 -5.83375
H: -1.46034 2.03194 -7.50980
C: -3.85903 2.68859 -2.50319
C: -3.65210 4.05919 -2.73468
C: -2.84403 4.75783 -1.82658
C: -2.43130 4.17967 -0.66308
C: -2.68553 2.83155 -0.39301
C: -3.32268 2.12407 -1.37650
N: -1.75615 5.00279 0.37038
O: -1.73327 6.18446 0.17340
O: -1.16697 4.46974 1.27207
H: -4.52384 2.10294 -3.08670
H: -4.14335 4.50699 -3.57469
H: -2.64760 5.79687 -1.96832
H: -2.32361 2.30573 0.53247
H: -3.69072 1.07330 -1.15134
C: -5.26610 -1.91569 5.96296
C: -4.28052 -2.24493 4.98870
C: -3.85109 -1.21200 4.16115
C: -4.41459 0.03426 4.12853
C: -5.34979 0.39763 5.06863
C: -5.76973 -0.57474 5.96428
N: -4.02272 0.98826 3.08506
O: -4.37357 2.15156 3.26122
O: -3.30992 0.61845 2.13855
H: -5.40982 -2.61257 6.78705
H: -3.91711 -3.24738 4.83098
H: -3.01147 -1.38245 3.49686
H: -5.74079 1.36933 5.22973
H: -6.46585 -0.41036 6.77166
C: 0.04572 3.13236 -3.30293
C: 1.08415 3.94983 -2.88975
C: 2.38428 3.41634 -2.83882
C: 2.63787 2.13128 -3.30206
C: 1.60495 1.41905 -3.86748
C: 0.29804 1.83336 -3.71419
N: 4.00925 1.59273 -3.29664
O: 4.34544 0.80304 -4.14355
O: 4.75685 1.90863 -2.37129
H: -0.98775 3.48390 -3.34058
H: 0.96827 4.98218 -2.64522
H: 3.28694 3.93201 -2.49523
H: 1.80775 0.39767 -4.11111
H: -0.53269 1.20293 -3.95005
C: 1.06356 6.88345 2.59472
C: 0.96663 8.17109 2.07507
C: 1.23435 8.38613 0.71516
C: 1.79227 7.37319 -0.01532
C: 2.17731 6.14421 0.53504
C: 1.77866 5.94987 1.83414
N: 1.95373 7.58749 -1.51020
O: 2.32316 6.66347 -2.21099
O: 1.65632 8.63708 -2.03057
H: 0.73062 6.64482 3.56658
H: 0.46556 8.90836 2.70347
H: 1.07346 9.34722 0.22187
H: 2.74468 5.44524 -0.06914
H: 1.87504 4.93751 2.33481
C: -1.03615 -1.68075 -0.08581
C: -0.09755 -0.97853 -0.80716
C: 0.74394 0.02165 -0.28185
C: 0.58914 0.19229 1.10373
C: -0.37937 -0.42323 1.86311
C: -1.15045 -1.44930 1.33864
N: 1.47631 1.18822 1.74229
O: 1.51758 1.11644 2.92536
O: 2.18450 2.00791 1.13320
H: -1.57840 -2.46650 -0.56795
H: 0.01581 -1.08213 -1.89252
H: 1.47224 0.54631 -0.78662
H: -0.51931 -0.18212 2.90547
H: -1.84607 -2.07097 1.89923
C: 3.85523 0.61822 6.62399
C: 3.01285 1.67776 6.05983
O: 4.01740 2.78401 5.66808
C: 3.43718 3.84443 5.00446
O: 2.27201 3.97869 4.69201
C: 4.51014 4.93433 4.64188
F: 5.33255 4.39519 3.72452
F: 3.96472 6.06606 4.12551
F: 5.31220 5.28812 5.65055
H: 4.41223 1.11397 7.50689
H: 4.59150 0.18847 5.95654
H: 3.28207 -0.22127 7.01509
H: 2.39396 2.18546 6.86516
H: 2.44859 1.38421 5.19241
C: -4.96391 -5.60812 -3.09488
C: -4.25236 -4.63987 -2.22901
O: -5.19225 -3.62659 -1.95784
C: -5.04149 -2.91106 -0.90291
O: -4.22424 -3.04589 -0.05607
C: -6.18351 -1.74482 -0.81917
F: -6.43560 -1.17597 -1.97153
F: -7.32451 -2.27586 -0.39896
F: -5.81919 -0.77594 0.01949
H: -5.82351 -5.99876 -2.58160
H: -4.35350 -6.47087 -3.37901
H: -5.26562 -5.02000 -4.01103
H: -3.41217 -4.16263 -2.72813
H: -3.87746 -5.08105 -1.27157
C: 0.39623 -8.91713 -0.65754
C: 0.92378 -8.14892 0.57729
O: 0.32563 -6.86397 0.74161
C: -0.66801 -6.70498 1.53421
O: -1.34729 -7.62244 1.94372
C: -1.09160 -5.24516 1.81137
F: -0.92704 -4.47782 0.74253
F: -2.29745 -5.04825 2.22099
F: -0.18018 -4.71650 2.76494
H: 0.73797 -9.93005 -0.68453
H: 0.60086 -8.36777 -1.54885
H: -0.71230 -9.10019 -0.58744
H: 1.97584 -7.96955 0.63073
H: 0.68102 -8.73331 1.46358
C: 3.92593 -2.68465 -6.55896
C: 3.76080 -2.58151 -5.04652
O: 2.79839 -3.59093 -4.66205
C: 1.86945 -3.14510 -3.75018
O: 1.85275 -2.13252 -3.10052
C: 0.77012 -4.16060 -3.59836
F: -0.01978 -3.81802 -2.57537
F: -0.01932 -4.19748 -4.68712
F: 1.23478 -5.42007 -3.40221
H: 4.20676 -3.65390 -6.91490
H: 4.57327 -1.84066 -6.92188
H: 2.98480 -2.44819 -7.05702
H: 3.36958 -1.62514 -4.69439
H: 4.69344 -2.74315 -4.55920
C: -1.81930 3.19601 4.84352
C: -1.04471 1.97071 4.23948
O: -1.38670 0.73956 4.90218
C: -0.72318 0.59446 6.06418
O: -0.02166 1.38669 6.58986
C: -1.09397 -0.82677 6.73166
F: -0.41618 -1.03103 7.83589
F: -2.39672 -0.95886 6.96854
F: -0.73484 -1.75053 5.84928
H: -2.81990 2.86477 4.95532
H: -1.81649 4.02479 4.15754
H: -1.49484 3.50641 5.86309
H: 0.03579 2.11616 4.11738
H: -1.46992 1.77474 3.23425
C: 4.52899 -0.73272 0.28209
C: 5.52355 -0.38940 -0.82401
O: 6.57829 -1.34922 -0.78794
C: 6.22889 -2.49674 -1.33698
O: 5.23036 -2.75832 -2.00081
C: 7.39891 -3.48543 -1.12641
F: 7.40012 -4.54336 -1.88006
F: 8.58362 -2.87670 -1.39839
F: 7.46073 -3.88648 0.13248
H: 5.03815 -1.10094 1.16582
H: 3.81140 -1.56094 0.11919
H: 3.93533 0.10688 0.57488
H: 6.00959 0.57042 -0.65439
H: 5.02689 -0.38096 -1.77483



No. 2
Entry from the OMol25 dataset: a structure of composition C6H13NO at a distorted geometry (wB97M-V/def2-TZVPD).

Results
energy above the lowest of the compared OMol25 structures with the same formula, charge and spin	522.3	kJ/mol
multiplicity	1
HOMO	-0.2513	Eh
E_tot	-366.2350	a.u.
total charge	0

Positions of all 21 atoms, in Å:
C: 0.88586 -0.55495 0.03580
C: 2.20557 0.34181 -1.30616
C: -0.07993 0.08081 -0.79620
C: -2.37115 0.70373 0.79814
C: -1.60895 -0.43850 0.21475
N: 1.23357 -0.02728 1.25193
C: -2.00121 -1.70093 0.28431
O: 3.02564 1.15171 -0.46302
H: 2.66378 2.04278 -0.42156
H: 0.96610 -1.63713 -0.05082
H: 0.96019 0.93674 1.40696
H: 1.82946 -0.58258 1.84575
H: 2.80114 -0.52441 -1.59788
H: 1.96309 0.92062 -2.20425
H: -0.11552 1.16261 -0.75608
H: -0.31484 -0.41243 -1.72904
H: -3.32474 0.39370 1.23981
H: -2.59346 1.45100 0.03101
H: -1.78417 1.20753 1.57172
H: -2.95161 -1.99624 0.72704
H: -1.38883 -2.51858 -0.08219



> Which value of multiplicity does entry 1 give?

1



> What is the total charge in the second record?

0